ORCA calculation (wB97M-V/def2-TZVPD) on a cluster of 11 separate species, C5H33NO10 in total at a distorted geometry.

Summary:
net charge: 0
SMILES: CCN(C)CC.O.O.O.O.O.O.O.O.O.O

Geometry as XYZ:
```
49
C5H33NO10, DFT wB97M-V/def2-TZVPD
C 0.77 -2.13 -2.10
C -0.59 -1.46 -1.82
N -0.99 -1.69 -0.41
C -1.32 -3.07 -0.12
C -2.18 -0.81 -0.10
C -2.01 -0.16 1.27
H 1.35 -2.15 -1.18
H 0.71 -3.13 -2.52
H 1.40 -1.48 -2.73
H -1.38 -1.57 -2.56
H -0.24 -0.42 -1.83
H -0.64 -3.77 -0.63
H -2.33 -3.48 -0.16
H -0.93 -3.24 0.89
H -3.01 -1.51 -0.03
H -2.32 -0.03 -0.84
H -2.73 0.68 1.34
H -1.07 0.38 1.31
H -2.20 -0.79 2.13
O 0.94 1.57 -3.72
H 0.95 0.71 -4.16
H 1.62 1.44 -3.03
O 1.94 1.04 -1.43
H 2.32 0.28 -0.98
H 1.66 1.65 -0.73
O 0.54 1.17 3.16
H 0.88 1.31 2.27
H 0.90 1.91 3.66
O -0.98 3.20 -0.22
H -1.30 3.98 -0.68
H -0.95 2.46 -0.88
O -1.53 3.72 2.40
H -1.72 3.52 1.47
H -1.23 2.86 2.73
O -1.40 1.61 -2.29
H -0.58 1.74 -2.80
H -2.21 1.77 -2.77
O 1.65 2.75 0.76
H 2.32 3.43 0.65
H 0.80 3.04 0.41
O 2.75 -2.69 1.07
H 2.29 -2.80 1.93
H 3.70 -2.64 1.18
O 1.36 -0.30 1.03
H 1.90 -1.12 0.96
H 0.66 -0.46 0.37
O 1.10 -2.08 3.19
H 0.19 -2.15 3.45
H 1.18 -1.11 3.13
```

ORCA calculation (wB97M-V/def2-TZVPD) on a structure of composition C36H38IMnNO2P3S4.

Summary:
net charge: -1
2S+1: 6
<S²>: 8.757

Geometry as XYZ:
```
86
C36H38IMnNO2P3S4, DFT wB97M-V/def2-TZVPD
Mn 0.23 -0.06 0.84
S -2.05 0.64 -0.41
P -1.13 -0.63 -1.67
C 0.18 -1.49 -1.01
P -0.08 -2.75 0.07
S -0.85 -2.18 1.87
C 1.55 -3.51 0.41
C 2.50 -3.54 -0.61
C 3.76 -4.08 -0.38
C 4.08 -4.59 0.88
C 3.13 -4.56 1.89
C 1.87 -4.02 1.66
C -1.07 -4.16 -0.56
C -2.43 -4.23 -0.28
C -3.21 -5.23 -0.86
C -2.63 -6.17 -1.69
C -1.27 -6.10 -1.97
C -0.49 -5.10 -1.41
C -0.48 0.34 -3.08
C 0.75 0.02 -3.65
C 1.23 0.74 -4.74
C 0.48 1.79 -5.26
C -0.75 2.11 -4.69
C -1.23 1.39 -3.61
C -2.38 -1.68 -2.51
C -3.73 -1.55 -2.25
C -4.65 -2.37 -2.90
C -4.21 -3.34 -3.79
C -2.85 -3.48 -4.04
C -1.94 -2.65 -3.41
H 2.25 -3.11 -1.57
H 4.50 -4.10 -1.17
H 5.07 -4.99 1.06
H 3.38 -4.94 2.88
H 1.14 -3.97 2.46
H -2.88 -3.50 0.38
H -4.27 -5.27 -0.65
H -3.23 -6.95 -2.14
H -0.81 -6.84 -2.62
H 0.56 -5.05 -1.63
H 1.32 -0.79 -3.21
H 2.19 0.50 -5.17
H 0.85 2.36 -6.10
H -1.33 2.93 -5.09
H -2.17 1.66 -3.14
H -4.06 -0.80 -1.54
H -5.71 -2.27 -2.69
H -4.92 -3.99 -4.29
H -2.50 -4.24 -4.73
H -0.87 -2.76 -3.59
I 1.85 -0.39 4.05
C 3.12 -0.36 2.39
C 4.49 -0.17 2.56
C 5.27 -0.14 1.42
C 4.68 -0.30 0.18
C 3.31 -0.49 0.12
N 2.54 -0.51 1.22
H 4.91 -0.04 3.54
H 6.34 0.02 1.50
H 5.26 -0.29 -0.73
H 2.77 -0.62 -0.81
C -2.03 3.28 4.93
C -1.12 2.23 4.34
C -1.85 1.24 3.45
O 0.01 2.85 3.69
P 0.10 3.52 2.22
S -1.57 4.24 1.53
S 1.15 2.26 1.03
O 1.09 4.75 2.53
C 2.19 4.85 3.45
C 1.68 5.19 4.84
C 3.12 3.64 3.46
H -2.82 2.80 5.52
H -2.49 3.87 4.13
H -1.47 3.96 5.58
H -0.65 1.67 5.15
H -2.32 1.73 2.60
H -2.62 0.73 4.03
H -1.18 0.47 3.08
H 2.75 5.70 3.07
H 1.17 4.33 5.28
H 0.99 6.03 4.79
H 2.52 5.46 5.49
H 2.60 2.76 3.84
H 3.96 3.86 4.11
H 3.48 3.42 2.46
```

ORCA calculation (wB97M-V/def2-TZVPD) on a structure of composition C38H62ClFI2N2O8P at a distorted geometry.

Summary:
net charge: +1

Geometry as XYZ:
```
115
C38H62ClFI2N2O8P, DFT wB97M-V/def2-TZVPD
C -3.42 -1.45 6.45
C -4.09 -1.26 5.30
C -3.73 -0.99 3.87
N -2.50 -0.25 3.31
C -2.73 1.18 3.75
C -2.93 1.53 5.24
O -2.58 2.90 5.40
C -2.75 -0.16 1.79
C -2.85 1.19 1.06
O -1.77 2.08 1.18
C -2.24 3.39 0.80
C -1.12 4.32 0.41
O -3.83 -0.94 1.25
C -5.00 -0.38 1.09
N -5.97 0.20 0.96
C -1.53 -0.90 1.13
C -1.81 -2.14 0.26
C -2.23 -1.76 -1.19
C -1.96 -2.93 -2.13
Cl -2.67 -4.47 -1.53
C -0.26 -0.81 2.09
C 0.60 -2.07 1.93
C 1.52 -2.25 0.75
C 1.26 -2.00 -0.60
C 2.17 -2.26 -1.61
C 3.42 -2.80 -1.31
C 3.73 -3.04 0.03
C 5.08 -3.62 0.39
C 2.79 -2.77 1.02
C 0.62 0.45 1.81
I 2.59 0.36 2.84
C 1.13 0.82 0.39
C 0.29 1.22 -0.83
I 2.27 2.72 0.80
C -1.08 -0.82 3.47
C -0.38 -0.31 4.76
C 0.05 1.14 5.00
F 0.75 -1.09 5.03
P -1.44 -2.64 4.14
C 0.03 -3.69 4.46
O -2.11 -3.44 2.83
H -2.73 -0.78 6.94
H -3.65 -2.36 7.00
H -5.16 -1.46 5.41
H -3.96 -1.92 3.37
H -4.56 -0.36 3.53
H -3.63 1.60 3.30
H -1.94 1.84 3.43
H -3.98 1.44 5.52
H -2.33 0.97 5.95
H -3.26 3.42 4.96
H -2.99 0.97 0.00
H -3.74 1.76 1.36
H -2.83 3.83 1.61
H -2.91 3.29 -0.07
H -0.82 4.12 -0.62
H -1.51 5.34 0.42
H -0.26 4.27 1.07
H -1.20 -0.22 0.35
H -0.96 -2.80 0.13
H -2.60 -2.79 0.60
H -1.64 -0.93 -1.57
H -3.31 -1.58 -1.21
H -2.41 -2.76 -3.10
H -0.89 -3.11 -2.24
H -0.03 -2.96 1.96
H 1.20 -2.18 2.82
H 0.30 -1.58 -0.88
H 1.89 -2.05 -2.64
H 4.10 -3.02 -2.12
H 5.62 -2.95 1.05
H 5.65 -3.85 -0.50
H 4.91 -4.56 0.91
H 3.10 -2.98 2.04
H 0.17 1.33 2.25
H 1.96 0.22 0.08
H 0.31 2.28 -1.05
H 0.74 0.76 -1.71
H -0.76 0.95 -0.86
H -1.04 -0.60 5.58
H 1.11 1.22 5.20
H -0.18 1.89 4.25
H -0.40 1.50 5.92
H 1.03 -3.26 4.45
H 0.08 -4.58 3.82
H -0.11 -4.08 5.46
H -2.13 -4.38 3.05
O -0.41 3.84 -2.41
C 0.29 4.22 -3.32
O 1.32 3.45 -3.68
C 2.11 3.69 -4.86
C 3.23 4.67 -4.59
C 0.09 5.56 -3.98
H 1.48 3.99 -5.70
H 2.54 2.72 -5.13
H 2.85 5.65 -4.31
H 3.85 4.79 -5.48
H 3.85 4.32 -3.77
H 0.62 6.31 -3.41
H -0.98 5.78 -3.96
H 0.41 5.59 -5.02
O 3.04 1.58 -6.82
C 3.20 0.39 -6.84
O 4.33 -0.10 -7.36
C 4.71 -1.48 -7.26
C 4.11 -2.32 -8.37
C 2.12 -0.56 -6.38
H 4.48 -1.87 -6.27
H 5.80 -1.48 -7.34
H 3.03 -2.33 -8.32
H 4.47 -3.34 -8.31
H 4.39 -1.91 -9.34
H 1.44 -0.75 -7.21
H 1.56 -0.07 -5.58
H 2.49 -1.50 -5.98
```

Sequential total energy output: -1017.44307; -5665.64801; -3692.85995 Ha
Sequential molecular weight output: 267.32; 919.74; 1014.15 g mol⁻¹